# 1
Computed, not measured: a structure of composition C50H59Br2CsN9O4, with ωB97M-V/def2-TZVPD.

## Properties
Net charge: -1
HOMO in eV: -3.6
Relative energy (zero: lowest compared OMol25 entry of this formula, charge and spin) in kcal per mole: 30.1
DFT total energy in Eh: -7902.59104

XYZ file:
```
125
Properties=species:S:1:pos:R:3:forces:R:3
Cs -0.36215 0.88834 0.97364 0.4 -0.3 -0.3
C 1.01248 1.30282 4.62505 0.0 0.0 0.2
C -0.29295 2.01132 4.99697 0.0 0.0 0.0
C -0.80121 3.15745 4.13347 0.0 0.1 -0.1
C -1.68367 4.05640 4.71552 0.0 0.0 0.0
C -1.97159 5.23706 3.97979 0.0 -0.1 0.1
C -1.61470 5.33663 2.67942 0.0 0.1 0.0
C -1.09004 4.12201 2.00988 0.0 -0.1 0.1
N -0.34056 3.26907 2.88959 0.1 -0.1 0.1
N 0.97887 0.10971 3.75498 -0.1 0.0 0.0
C 2.35861 -0.34830 3.63337 0.0 0.1 0.1
C 2.67635 -1.37056 2.57294 0.1 -0.2 -0.2
C 3.45672 -2.47782 2.89101 0.0 0.0 0.1
C 3.82540 -3.36459 1.89323 -0.1 0.0 0.0
C 3.39560 -3.12118 0.60223 0.0 0.0 -0.1
C 2.62479 -1.98905 0.37087 0.0 0.0 0.1
N 2.27976 -1.12843 1.32405 0.0 0.1 0.1
C 0.11071 -0.92987 4.30332 0.0 0.0 0.0
C -0.09737 -2.12305 3.39876 0.0 -0.2 -0.1
C 0.21465 -3.40970 3.81833 0.0 0.0 0.1
C -0.00834 -4.46951 2.95136 0.0 0.0 0.0
C -0.51642 -4.20814 1.69073 0.0 0.0 -0.1
C -0.80178 -2.89132 1.34566 0.0 0.0 0.2
N -0.61908 -1.88584 2.19719 0.0 0.1 0.1
H 1.48599 1.00384 5.58047 0.0 0.0 0.0
H 1.68788 2.01807 4.15330 0.0 0.0 0.0
H -0.15015 2.40151 6.00756 0.0 0.0 0.0
H -1.11288 1.29537 5.09289 0.0 0.0 0.0
H -1.98780 3.94551 5.74818 0.0 0.0 0.0
H -2.42641 6.08491 4.48463 0.0 0.0 0.0
H -1.73926 6.25850 2.12235 0.0 0.0 0.0
H -0.46135 4.37538 1.14616 0.0 0.1 0.0
H 2.71707 -0.74232 4.60239 0.0 0.0 0.0
H 2.97048 0.53052 3.40861 0.0 0.0 0.0
H 3.76477 -2.64165 3.91665 0.0 0.0 0.0
H 4.42846 -4.23337 2.12743 0.0 0.0 0.0
H 3.64424 -3.77799 -0.22031 0.0 0.0 0.0
H 2.27512 -1.76004 -0.62608 0.0 0.0 -0.1
H -0.87307 -0.49482 4.47602 0.0 0.0 0.0
H 0.48603 -1.28292 5.28259 0.0 0.0 0.0
H 0.63503 -3.57509 4.80314 0.0 0.0 0.0
H 0.22743 -5.48291 3.25403 0.0 0.0 0.0
H -0.68493 -4.99975 0.97208 0.0 0.0 0.0
H -1.18611 -2.61422 0.36632 0.0 0.0 0.0
Br 3.38756 1.27663 -1.07563 0.0 -0.1 -0.1
C 2.43127 2.48703 -2.22138 -0.1 0.0 0.2
Br 0.77239 3.07401 -1.42519 0.2 0.3 -0.4
H 2.19424 1.96674 -3.14057 0.0 0.0 0.0
H 3.04841 3.35857 -2.39428 0.0 0.0 0.0
C 1.47465 -4.39214 -6.62929 0.0 0.0 0.1
O 0.29465 -3.98648 -5.96627 0.0 -0.1 0.0
C -0.08579 -2.67968 -6.11599 0.0 0.0 0.0
C 0.40930 -1.82842 -7.08857 0.0 0.0 0.0
C -0.02801 -0.50695 -7.14075 0.0 0.0 0.0
C -0.96020 -0.04915 -6.22562 0.0 -0.1 0.0
C -1.45968 -0.90775 -5.25275 0.1 0.1 0.0
C -1.02236 -2.22090 -5.18093 -0.2 -0.1 0.4
N -1.48316 -3.09339 -4.16510 0.3 0.1 0.0
C -1.55158 -2.49562 -2.83471 0.0 -0.1 -0.3
N -2.82410 -2.23035 -2.50851 -0.2 0.1 0.1
C -3.38620 -1.50692 -1.40152 0.0 0.0 0.1
C -2.63769 -0.67468 -0.57474 -0.1 0.0 -0.1
C -3.41058 -0.02447 0.40492 -0.1 -0.1 -0.1
C -4.78215 -0.17205 0.55789 0.2 0.1 0.1
C -5.48457 -1.01164 -0.30060 -0.1 0.0 0.0
C -4.77590 -1.68028 -1.28337 0.1 0.0 -0.1
O -5.37152 -2.52851 -2.20811 0.0 0.0 0.0
C -6.76803 -2.66851 -2.14358 0.0 0.0 0.0
N -0.51800 -2.26733 -2.12005 0.1 -0.1 0.0
C 0.75890 -2.53759 -2.61518 -0.3 0.0 0.1
C 1.56743 -1.51318 -3.09333 0.1 -0.1 -0.1
C 2.88868 -1.74759 -3.46138 0.0 0.0 0.0
C 3.42103 -3.01782 -3.34577 0.0 0.0 0.0
C 2.63104 -4.06544 -2.87063 0.0 0.1 0.0
C 1.31111 -3.83096 -2.51375 0.1 0.1 -0.1
O 0.45952 -4.79876 -2.06368 -0.1 0.0 0.1
C 0.99899 -6.07842 -1.83345 0.0 0.0 0.0
H 1.68158 -5.40582 -6.29308 0.0 0.0 0.0
H 2.31104 -3.74333 -6.35912 0.0 0.0 0.0
H 1.34688 -4.40088 -7.71527 0.0 0.0 0.0
H 1.14794 -2.17486 -7.79738 0.0 0.0 0.0
H 0.36809 0.15657 -7.89870 0.0 0.0 0.0
H -1.29814 0.97847 -6.25557 0.0 0.0 0.0
H -2.16231 -0.54928 -4.51027 0.0 0.0 0.0
H -0.90627 -3.92785 -4.13161 0.0 0.1 0.0
H -3.49357 -2.61425 -3.15464 0.0 0.0 0.0
H -2.89298 0.64787 1.08945 -0.5 0.0 0.1
H -5.31834 0.36530 1.33514 0.0 0.0 0.0
H -6.55397 -1.13131 -0.19545 0.0 0.0 0.0
H -7.27969 -1.71198 -2.28544 0.0 0.0 0.0
H -7.08547 -3.09661 -1.18756 0.0 0.0 0.0
H -7.05311 -3.34571 -2.94698 0.0 0.0 0.0
H 1.13564 -0.52235 -3.14979 0.0 0.0 0.0
H 3.50477 -0.93154 -3.81662 0.0 0.0 0.0
H 4.45407 -3.20698 -3.61229 0.0 0.0 0.0
H 3.05959 -5.05412 -2.78674 0.0 0.0 0.0
H 0.18949 -6.68353 -1.43147 0.0 0.0 0.0
H 1.81554 -6.04828 -1.10504 0.0 0.0 0.0
H 1.36139 -6.53355 -2.76036 0.0 0.0 0.0
C 1.90250 5.44767 4.35140 0.0 -0.1 -0.1
C 2.71910 4.98568 3.18676 0.0 0.0 0.0
C 3.94259 5.39034 2.68968 0.0 0.1 0.0
C 4.16945 4.57142 1.56369 0.1 0.0 0.0
N 3.16731 3.72315 1.39070 0.0 0.0 -0.1
N 2.30202 3.99086 2.38256 0.0 0.0 0.1
C 5.33300 4.58858 0.61902 -0.1 0.0 0.0
H 2.40617 6.25859 4.87473 0.0 0.0 0.0
H 1.73301 4.63191 5.05716 0.0 0.0 0.0
H 0.91763 5.78655 4.02068 0.0 0.0 0.0
H 4.57644 6.16977 3.08250 0.0 0.0 0.0
H 1.39373 3.48795 2.49494 0.0 0.2 -0.1
H 6.17402 5.13133 1.04977 0.0 0.0 0.0
H 5.06711 5.07517 -0.32286 0.0 0.0 0.0
H 5.64852 3.57066 0.38900 0.0 0.0 0.0
C -2.71233 4.64062 -0.44765 0.0 0.0 0.0
C -3.18904 3.68105 0.63689 0.0 0.2 -0.1
C -4.36333 4.26009 1.42555 0.1 0.0 0.0
O -2.14265 3.21474 1.46963 0.0 0.0 0.2
H -3.53486 4.85164 -1.13434 0.0 0.0 0.0
H -1.89527 4.20436 -1.02569 0.0 0.0 0.0
H -2.36982 5.58674 -0.02208 0.0 0.0 0.0
H -3.54782 2.77234 0.14531 0.0 0.0 0.0
H -4.14955 5.27039 1.77560 0.0 0.0 0.0
H -4.55398 3.63105 2.29638 0.0 0.0 0.0
H -5.26041 4.28140 0.80155 0.0 0.0 0.0
```
Forces are in eV/Å.

# 2
Computed, not measured: a structure of composition C50H60As2N4PSY, with ωB97M-V/def2-TZVPD.

## Properties
Net charge: +2
HOMO in eV: -13.0
Relative energy (zero: lowest compared OMol25 entry of this formula, charge and spin) in kcal per mole: 0.0
DFT total energy in Eh: -7409.31831

XYZ file:
```
119
Properties=species:S:1:pos:R:3:forces:R:3
Y -0.06893 -0.31402 0.62369 0.5 0.2 -0.4
C -6.62082 -1.48078 1.64154 0.0 0.1 0.0
C -5.30757 -1.76508 2.33619 -0.2 -0.1 0.3
N -4.40326 -0.64086 2.10986 0.5 1.0 0.1
C -3.06483 -0.75976 2.00838 -0.9 -1.2 -0.4
S -2.20501 0.72973 1.68766 0.1 0.0 0.0
N -2.57875 -1.99570 2.04164 0.3 1.3 0.2
N -1.22026 -2.03199 1.79419 -0.1 -0.7 0.4
C -0.65318 -3.10295 2.26076 1.5 0.5 -0.5
C -1.40417 -4.08264 3.07442 1.0 -0.2 -0.3
C 0.81015 -3.30132 1.90519 -1.4 0.5 -0.2
C 1.49083 -4.43324 2.31663 0.4 0.1 0.3
C 2.82477 -4.56839 1.92284 -1.2 -0.3 0.9
C 3.39316 -3.60724 1.14131 0.7 0.6 -0.9
C 2.66810 -2.47864 0.78284 -1.3 -0.1 0.3
N 1.36106 -2.32646 1.12140 1.1 -0.4 0.6
H -7.40579 -2.19665 1.88693 0.2 -0.1 -0.1
H -6.48613 -1.38225 0.57253 0.0 -0.3 -0.4
H -6.97925 -0.51442 1.96087 -0.3 0.4 0.3
H -4.79715 -2.66241 1.99402 -0.1 0.0 -0.2
H -5.50307 -1.92980 3.40655 0.3 0.3 -0.1
H -4.76292 0.31929 1.99294 0.1 -1.0 0.3
H -1.93560 -3.52701 3.80874 -0.7 0.3 0.7
H -0.78168 -4.84564 3.54087 -0.2 0.2 -0.1
H -2.10874 -4.52428 2.39766 -0.7 -0.5 -0.1
H 1.05040 -5.19688 2.97990 0.2 0.7 -0.6
H 3.32695 -5.41632 2.34049 0.6 -0.3 -0.3
H 4.38625 -3.70654 0.72413 0.1 0.0 0.3
H 3.12968 -1.66993 0.21402 -0.2 -0.4 0.1
C 1.68368 3.90389 -0.27372 0.1 -1.6 -0.2
C 2.91287 3.01570 0.02543 -0.6 -0.8 -0.8
As 2.71316 0.98656 -0.06869 -0.4 1.2 0.4
C 4.38668 0.44071 -0.84410 -0.4 -1.3 -0.5
C 5.66716 0.87270 -0.52054 0.1 1.4 0.4
C 6.75570 0.29079 -1.13954 0.2 -0.8 0.3
C 6.59720 -0.79178 -2.00766 1.6 0.7 -0.7
C 5.35001 -1.17383 -2.39577 -1.3 -0.2 0.1
C 4.22793 -0.58935 -1.79796 0.8 0.5 0.3
C 2.83620 0.64459 1.86563 0.2 -0.4 -0.5
C 1.66255 0.78834 2.59987 0.0 0.9 -0.4
C 1.61967 0.61453 3.96671 -0.3 -0.3 0.4
C 2.75686 0.24235 4.64611 0.2 -0.4 0.7
C 3.90549 0.02618 3.90880 -0.4 -0.1 -0.4
C 3.95136 0.18055 2.53846 1.0 -0.4 -0.7
As 0.09706 3.13651 0.59893 -0.8 0.4 0.2
C -1.43480 4.19291 -0.04218 0.5 -0.4 0.2
C -2.47204 3.44353 -0.57844 -0.4 0.1 -0.5
C -3.66240 4.04490 -1.03139 0.9 -0.5 0.3
C -3.76411 5.42847 -0.97552 -0.4 -0.3 0.3
C -2.72552 6.17017 -0.39953 -0.4 0.2 -0.3
C -1.57190 5.57726 0.06958 0.3 0.4 0.3
C 0.25013 3.69594 2.48842 0.4 0.6 0.2
C 1.39378 4.31570 2.97918 0.2 -0.2 0.7
C 1.54399 4.62318 4.34689 -0.2 -0.6 -0.8
C 0.48845 4.35633 5.20038 0.5 0.6 0.6
C -0.67783 3.80202 4.72560 -0.4 0.3 0.6
C -0.77974 3.46622 3.40702 -0.9 -0.2 -1.7
H 1.47927 3.97163 -1.34845 -0.1 -0.3 0.2
H 1.84857 4.90359 0.03327 0.2 1.0 0.6
H 3.31560 3.13798 1.00264 0.1 0.4 0.9
H 3.72058 3.17969 -0.66548 0.3 0.3 -0.4
H 5.83214 1.75797 0.13970 -0.2 -0.9 -0.4
H 7.75864 0.58839 -0.89816 0.2 0.3 0.1
H 7.48968 -1.20907 -2.52713 -0.8 0.2 0.7
H 5.23263 -1.91369 -3.16696 -0.1 -0.3 -0.1
H 3.23390 -0.88371 -2.08890 -0.1 -0.2 -0.1
H 0.84846 1.37118 2.17474 -0.3 -0.3 0.0
H 0.69072 0.74872 4.48689 -0.3 0.2 0.2
H 2.75786 0.06076 5.73322 -0.1 0.2 -0.7
H 4.79018 -0.33474 4.33595 1.1 -0.4 1.0
H 4.89581 -0.12798 2.02773 -0.9 0.6 0.3
H -2.34784 2.36855 -0.69379 -0.1 0.2 0.2
H -4.44193 3.35810 -1.37086 0.0 0.6 -0.1
H -4.69293 5.89157 -1.30911 0.4 0.1 0.1
H -2.81107 7.24116 -0.28157 -0.2 0.1 -0.2
H -0.83620 6.26298 0.52788 -0.2 -0.8 -0.2
H 2.20778 4.57064 2.33439 0.4 0.1 -0.4
H 2.49503 5.00303 4.70225 -0.2 0.2 0.0
H 0.50575 4.68292 6.23394 0.3 -0.2 0.0
H -1.52796 3.74777 5.40392 0.1 -0.3 -0.3
H -1.73661 3.15177 3.00006 0.0 -0.3 0.2
C -3.45320 0.15224 -2.70590 0.0 0.3 -0.5
C -2.77242 -1.18411 -2.54260 0.6 0.6 -0.3
C -3.25760 -1.81089 -1.25256 0.9 -1.2 0.1
C -3.03722 -2.08825 -3.74871 -0.1 -0.6 0.6
P -0.90854 -0.83756 -2.31285 -0.4 -0.8 -0.1
C -0.24845 -2.56560 -2.54449 0.0 0.8 0.5
C 0.19298 -3.14729 -3.73898 0.2 -1.9 1.0
C 0.64853 -4.47518 -3.70095 -0.6 0.2 1.4
C 0.62133 -5.22206 -2.49147 0.9 -0.2 -1.1
C 0.21648 -4.63377 -1.32399 -0.5 1.1 0.2
C -0.23126 -3.31364 -1.35293 0.5 0.0 -1.1
C -0.25975 0.30024 -3.67229 -0.1 -0.5 0.4
C -0.47387 1.73338 -3.20403 -0.5 0.9 -0.9
C -0.82848 0.03443 -5.07712 0.0 0.6 0.2
C 1.24168 0.08957 -3.67360 0.2 -0.6 0.4
H -4.52655 0.02826 -2.74439 -0.4 -0.1 0.0
H -3.14775 0.64756 -3.62326 -0.1 0.1 -0.1
H -3.21875 0.81253 -1.89245 0.1 0.4 0.6
H -4.32710 -1.93269 -1.33478 -0.4 -0.3 0.1
H -3.06386 -1.17124 -0.39443 0.0 0.1 0.0
H -2.75059 -2.80192 -1.06376 -0.8 0.9 -0.2
H -4.11017 -2.31078 -3.88213 0.3 0.2 0.2
H -2.51674 -3.02058 -3.55015 -0.2 -0.4 -0.2
H -2.65915 -1.71746 -4.68574 0.0 0.3 -0.2
H 0.15365 -2.73144 -4.71405 0.0 0.9 -0.4
H 0.99535 -4.92537 -4.60523 0.1 -0.3 -0.4
H 1.01648 -6.24194 -2.44719 -0.2 0.3 -0.3
H 0.24668 -5.10689 -0.35859 0.0 -0.5 0.0
H -0.53067 -2.87309 -0.42015 -0.3 0.2 0.1
H -1.51193 2.06448 -3.28155 0.0 -0.1 0.2
H 0.07328 2.42687 -3.85969 0.0 -0.3 -0.1
H -0.10161 1.95815 -2.20799 0.0 -0.3 0.3
H -1.87573 0.36413 -5.15604 0.5 0.1 -0.2
H -0.82985 -1.01987 -5.29653 0.2 -0.3 -0.2
H -0.17611 0.53318 -5.82602 -0.6 -0.1 0.4
H 1.64234 0.45574 -2.72827 0.2 0.0 0.0
H 1.66512 0.67380 -4.47435 0.3 0.2 -0.3
H 1.52956 -0.96512 -3.77715 0.0 0.3 -0.2
```
Forces are in eV/Å.